Formula: C26H37BrN2O2S7SbSi3TeTi
Source: the OMol25 dataset
Level of theory: ωB97M-V/def2-TZVPD

Calculated values
**Energy relative to the best compared isomer or geometry (same formula, charge and spin)**: 7.2 kJ/mol
**Net charge**: -1

Each line ends with the Löwdin charge.
Cartesian coordinates (Å):
Ti (-0.47873, -0.13752, 0.15341)  0.387
S (-1.09213, 0.22656, -2.60692)  0.662
C (-0.63342, -1.36111, -2.31204)  -1.163
N (-0.02040, -1.72196, -1.18146)  -0.181
C (0.10084, -3.10338, -1.08304)  -0.365
C (0.59296, -3.79641, 0.01782)  -0.061
C (0.63379, -5.17705, -0.02932)  -0.084
C (0.18448, -5.87246, -1.15352)  -0.105
C (-0.32547, -5.19149, -2.24578)  -0.103
C (-0.36427, -3.80518, -2.20036)  -0.477
S (-1.00559, -2.69129, -3.36888)  1.034
H (0.90006, -3.25473, 0.90217)  0.039
H (1.00414, -5.72519, 0.82732)  0.095
H (0.22238, -6.95346, -1.16750)  0.098
H (-0.68933, -5.72761, -3.11196)  0.106
Br (3.42848, -1.27501, -2.90558)  0.390
C (1.62666, 1.44475, -0.80501)  -0.197
C (1.98364, 2.50258, -1.68302)  -0.117
C (1.19311, 3.61913, -1.86030)  -0.060
C (-0.04048, 3.72242, -1.20250)  0.005
C (-0.38786, 2.66164, -0.40963)  -0.240
N (0.43846, 1.62875, -0.22946)  -0.175
C (-1.74232, 2.40124, 0.17318)  -0.530
O (-2.63423, 3.20831, 0.22223)  0.119
O (-1.83773, 1.12786, 0.55373)  -0.294
H (2.90737, 2.42774, -2.24433)  0.079
H (1.50301, 4.40404, -2.54026)  0.101
H (-0.72380, 4.54695, -1.34219)  0.119
C (5.09355, -3.19136, 2.89311)  -0.229
Si (3.37912, -2.40015, 3.08511)  0.242
C (3.39521, -1.49288, 4.73869)  -0.245
C (2.15580, -3.82817, 3.25051)  -0.243
Sb (2.71549, -0.94961, 1.02782)  0.635
Si (4.46946, -3.24540, -2.71315)  0.087
C (5.83977, -3.29173, -3.98130)  -0.228
C (3.20414, -4.57881, -3.01912)  -0.207
C (5.14272, -3.33398, -0.97908)  -0.239
Si (4.41724, 0.90607, 1.44569)  0.273
C (3.67878, 2.26027, 2.50611)  -0.240
C (5.93128, 0.17902, 2.30355)  -0.235
C (5.02081, 1.60836, -0.18950)  -0.228
H (5.08178, -4.16334, 3.39094)  0.023
H (5.86553, -2.58422, 3.36509)  0.013
H (5.39140, -3.35616, 1.85980)  -0.006
H (3.65392, -2.19756, 5.53277)  0.027
H (2.41892, -1.06934, 4.97269)  -0.008
H (4.12372, -0.68203, 4.76371)  0.008
H (2.39243, -4.38414, 4.16095)  0.028
H (2.23162, -4.52141, 2.41118)  0.005
H (1.12376, -3.48361, 3.31821)  0.016
H (5.43053, -3.16147, -4.98357)  0.027
H (6.36716, -4.24602, -3.94656)  0.028
H (6.56058, -2.49402, -3.80382)  0.027
H (2.65256, -4.39223, -3.94115)  0.036
H (2.48257, -4.63211, -2.19929)  0.010
H (3.70050, -5.54834, -3.10239)  0.035
H (5.72291, -2.44318, -0.73833)  0.030
H (5.78057, -4.20911, -0.84250)  0.038
H (4.31286, -3.40071, -0.27405)  -0.006
H (3.35269, 1.88029, 3.47392)  0.014
H (2.80432, 2.69114, 2.01806)  0.019
H (4.41331, 3.05243, 2.66926)  0.028
H (5.75833, -0.04151, 3.35548)  0.008
H (6.74413, 0.90646, 2.24005)  0.026
H (6.27194, -0.73843, 1.82464)  0.014
H (4.39494, 2.43327, -0.51353)  0.003
H (5.02071, 0.86403, -0.98490)  0.003
H (6.04164, 1.97649, -0.06194)  0.025
Te (0.57467, -0.12949, 2.56408)  0.498
C (-4.72677, -4.41807, 1.40691)  -0.398
S (-5.43397, -2.90284, 0.71754)  0.793
C (-4.73761, -1.69001, 1.78122)  -1.018
C (-3.46472, -1.22532, 1.76770)  -1.031
S (-2.21108, -1.82985, 0.71848)  0.627
S (-3.10878, -0.03608, 2.99448)  0.887
C (-4.66224, 0.04519, 3.73299)  -1.505
S (-5.00302, 0.97486, 5.05773)  0.478
S (-5.78580, -1.03415, 3.00763)  0.896
H (-5.06051, -5.23315, 0.76558)  0.028
H (-5.07974, -4.59538, 2.42050)  0.036
H (-3.64234, -4.37155, 1.38343)  0.014